[1]
Computed, not measured: a cluster of 2 separate species, C4H14NO3P2S in total, with wB97M-V/def2-TZVPD.

```
25
Properties=species:S:1:pos:R:3:forces:R:3:lowdin_charge:R:1
C -0.503 1.279 -2.367 0.0 0.1 0.0 -0.043
C -0.729 -0.201 -2.574 0.0 -0.3 0.0 -0.231
O 0.224 -0.931 -1.751 0.0 0.1 0.1 -0.282
C 0.089 -2.316 -1.809 0.1 -0.1 -0.1 -0.418
P 0.513 -2.835 -0.106 0.0 0.2 0.0 0.927
P -0.435 -1.279 1.179 -0.3 0.0 0.0 0.184
S -2.306 -1.143 0.783 0.2 0.0 0.0 0.218
H 0.044 1.728 -3.193 0.0 0.0 0.0 0.084
H 0.070 1.445 -1.458 0.0 0.0 0.1 0.066
H -1.454 1.798 -2.260 0.0 0.0 0.0 0.087
H -0.566 -0.506 -3.610 -0.1 0.0 0.0 0.127
H -1.729 -0.520 -2.267 0.0 0.1 0.0 0.100
H 0.804 -2.781 -2.498 -0.1 0.0 0.0 0.112
H -0.922 -2.666 -2.046 0.0 0.1 0.1 0.110
H 1.904 -2.907 0.008 0.1 -0.1 0.1 0.012
H 0.007 -4.086 0.249 0.0 -0.1 -0.1 0.009
H 0.457 -0.235 0.919 0.1 0.1 0.0 -0.055
H -0.044 -1.787 2.426 0.1 0.0 0.1 -0.029
C 0.457 3.051 3.315 0.0 0.0 0.0 0.066
N 0.893 1.967 2.393 0.1 -0.1 -0.1 -0.439
O 0.701 2.106 1.199 -0.1 0.0 0.2 0.046
O 1.420 0.985 2.887 -0.2 0.1 0.0 0.033
H 0.017 3.840 2.719 0.0 0.0 0.0 0.101
H -0.252 2.609 4.009 0.0 0.0 0.0 0.107
H 1.340 3.382 3.854 0.0 0.0 0.0 0.109
```
Positions in Å, forces in eV/Å.

## Properties
* net charge: +1
* energy: -1521.7781 Eh
* molar mass: 218.18 g mol⁻¹



[2]
Computed, not measured: an isolated molecule of C4H6O2, with wB97M-V/def2-TZVPD.

```
12
Properties=species:S:1:pos:R:3:forces:R:3:lowdin_charge:R:1
O 0.197 -1.803 1.102 0.0 -0.2 -0.3 0.003
C -0.249 -1.654 -0.131 -0.1 0.3 0.4 -0.073
C -0.979 -0.334 -0.179 -0.1 -0.1 -0.1 -0.235
C 0.028 0.680 -0.769 0.1 0.1 -0.1 -0.165
C 0.855 1.353 0.301 0.1 0.2 0.0 -0.268
O 1.158 2.520 0.283 -0.1 -0.4 0.0 0.052
H 0.719 -2.620 1.125 -0.1 0.1 0.1 0.105
H 0.719 0.140 -1.436 0.0 0.1 0.1 0.119
H -1.826 -0.429 -0.865 0.2 0.0 0.1 0.106
H -1.346 0.002 0.802 0.1 -0.1 -0.1 0.114
H -0.458 1.454 -1.367 0.0 -0.1 0.1 0.120
H 1.181 0.692 1.134 0.0 0.1 -0.1 0.123
```
Positions in Å, forces in eV/Å.

## Properties
* energy: -306.3872 Eh
* molar mass: 86.09 g mol⁻¹
* relative energy (zero: lowest compared OMol25 entry of this formula, charge and spin): 74.8 kcal/mol



[3]
Computed, not measured: a cluster of 2 separate species, C3HCl3 in total at a distorted geometry, with wB97M-V/def2-TZVPD.

```
7
Properties=species:S:1:pos:R:3:forces:R:3:lowdin_charge:R:1
C 2.049 0.569 -0.367 -2.4 -0.2 -0.2 -0.078
C 3.048 -0.086 -0.099 2.1 -0.1 0.6 -0.811
C -0.180 -0.905 -0.016 1.4 2.9 -1.4 -1.018
Cl 4.656 -0.278 0.325 -0.7 -0.3 -0.2 0.621
Cl 0.262 -1.414 1.525 -0.4 -0.6 -0.6 0.648
Cl 0.027 -1.797 -1.523 -0.5 0.7 2.1 0.572
H -0.586 0.191 -0.063 0.6 -2.5 -0.2 0.065
```
Positions in Å, forces in eV/Å.

## Properties
* energy: -1495.2282 Eh
* molar mass: 143.40 g mol⁻¹
* relative energy (zero: lowest compared OMol25 entry of this formula, charge and spin): 113.0 kcal/mol



[4]
Computed, not measured: a structure of composition C31H27F5FeN8SSeSi at a distorted geometry, with wB97M-V/def2-TZVPD.

```
75
Properties=species:S:1:pos:R:3:forces:R:3:lowdin_spin:R:1
Fe 0.360 -0.588 0.159 -0.6 1.1 -1.2 3.572
C -1.781 1.316 3.686 -0.4 0.3 -0.2 0.004
C -0.849 0.670 2.898 0.3 -0.1 -0.3 0.003
N -0.952 0.648 1.571 -1.0 0.5 -0.3 0.041
C -2.015 1.275 1.011 0.7 -0.3 1.8 0.001
C -2.959 1.889 1.846 0.2 0.0 -0.8 0.003
N -2.842 1.927 3.153 0.3 -0.2 0.7 -0.003
C -2.094 1.231 -0.437 0.4 -0.7 -1.3 0.009
C -3.022 1.960 -1.165 0.0 -0.2 -0.2 -0.003
C -3.076 1.830 -2.550 0.6 -0.5 0.5 0.006
C -2.129 1.003 -3.157 -0.2 0.1 0.2 -0.002
C -1.223 0.293 -2.383 -0.6 0.7 1.1 0.010
N -1.218 0.389 -1.036 -0.5 0.5 -0.4 0.031
C -0.253 -0.632 -2.951 1.3 -0.9 -0.1 0.005
C -0.195 -0.952 -4.314 -0.4 0.4 0.5 0.001
N 0.692 -1.781 -4.817 0.5 -0.4 0.0 0.001
C 1.539 -2.347 -3.959 -0.3 0.1 -0.3 0.002
C 1.493 -2.074 -2.603 0.0 0.1 0.3 0.006
N 0.629 -1.200 -2.090 -0.6 0.2 -0.6 0.037
C -4.122 2.486 -3.334 -0.5 0.4 -0.4 0.001
C -3.892 2.961 -4.625 0.0 -0.1 0.3 0.001
C -4.945 3.522 -5.327 0.2 0.0 -0.2 0.000
N -6.168 3.646 -4.841 -0.3 0.2 -0.2 0.001
C -6.386 3.209 -3.612 -0.1 -0.1 0.2 0.000
C -5.413 2.624 -2.822 0.3 -0.1 -0.1 0.001
H -1.691 1.358 4.760 0.1 -0.1 0.1 0.000
H 0.017 0.175 3.317 0.0 -0.1 0.0 0.000
H -3.836 2.377 1.448 -0.1 0.0 -0.2 0.000
H -3.695 2.635 -0.664 -0.1 0.1 0.1 0.000
H -2.128 0.893 -4.227 0.0 0.0 -0.1 0.000
H -0.886 -0.522 -5.024 -0.1 0.1 0.0 0.000
H 2.257 -3.035 -4.377 0.1 -0.1 0.1 0.000
H 2.167 -2.566 -1.920 0.1 0.0 0.1 0.001
H -2.911 2.908 -5.068 0.1 0.0 -0.1 0.000
H -4.810 3.890 -6.335 0.2 0.0 -0.1 0.000
H -7.397 3.327 -3.247 -0.1 0.0 0.1 0.000
H -5.654 2.247 -1.840 -0.1 0.0 0.1 0.000
F 7.585 -0.650 -0.661 -0.1 0.0 0.1 0.002
C 6.356 -0.308 -0.260 -0.3 0.1 0.1 0.006
C 6.114 0.969 0.245 0.1 -0.2 -0.1 -0.001
F 7.123 1.840 0.348 0.0 -0.1 0.0 -0.001
C 4.835 1.333 0.632 -0.5 -0.5 -0.1 0.007
F 4.613 2.572 1.095 0.2 0.0 -0.1 0.003
C 3.760 0.447 0.535 0.5 -0.4 -0.3 0.010
Se 1.994 0.922 0.966 0.5 1.0 0.6 0.072
C 4.041 -0.837 0.063 -0.2 0.5 0.1 0.006
F 3.013 -1.708 -0.008 0.7 -0.1 -0.2 0.009
C 5.306 -1.221 -0.345 0.1 0.2 0.0 -0.001
F 5.527 -2.450 -0.829 0.0 0.1 0.0 -0.001
C 1.600 5.399 1.917 0.0 0.2 -0.1 0.000
N 1.397 4.411 0.890 0.0 0.1 0.1 0.002
C 0.623 4.580 -0.183 0.0 -0.2 -0.1 0.000
N 0.045 5.782 -0.394 0.1 0.4 0.3 0.000
S 0.326 3.322 -1.231 -0.2 -0.3 -0.7 0.000
H 2.088 4.923 2.762 0.0 0.0 0.0 0.000
H 0.639 5.801 2.250 0.1 0.0 0.1 0.000
H 2.231 6.220 1.558 0.0 0.0 0.1 0.000
H 1.830 3.499 0.984 -0.1 -0.1 -0.1 0.003
H 0.312 6.600 0.128 0.0 0.0 0.0 0.000
H -0.408 5.912 -1.281 0.0 -0.1 0.0 0.000
C -0.001 -4.598 4.374 0.3 -0.3 -0.6 0.002
Si 0.791 -4.827 2.656 0.1 0.3 0.1 0.014
C -0.044 -6.249 1.699 0.3 0.5 0.4 0.002
C 2.671 -5.111 2.805 -0.7 0.0 0.0 0.003
C 0.562 -3.208 1.790 0.0 -0.9 0.3 0.092
C 0.401 -2.132 1.240 -0.2 -1.5 0.6 0.042
H 0.073 -5.497 4.975 0.0 -0.3 0.2 0.000
H -1.051 -4.338 4.290 -0.2 0.0 -0.1 0.000
H 0.492 -3.795 4.913 0.2 0.2 0.0 0.000
H 0.076 -7.189 2.230 0.1 -0.2 0.1 0.000
H 0.390 -6.374 0.711 0.1 0.1 -0.1 0.000
H -1.108 -6.077 1.572 -0.2 0.1 0.0 0.000
H 2.916 -6.046 3.302 0.0 -0.2 0.1 0.000
H 3.127 -4.306 3.373 0.0 0.2 0.1 0.000
H 3.138 -5.127 1.824 0.0 0.0 -0.2 0.000
```
Positions in Å, forces in eV/Å.

## Properties
* 2S+1: 5
* energy: -6487.7186 Eh
* molar mass: 801.56 g mol⁻¹
* relative energy (zero: lowest compared OMol25 entry of this formula, charge and spin): 10.7 kcal/mol



[5]
Computed, not measured: an isolated molecule of C17H27ClN6O2 at a distorted geometry, with wB97M-V/def2-TZVPD.

```
53
Properties=species:S:1:pos:R:3:forces:R:3:lowdin_charge:R:1
C -2.362 -2.008 -0.225 -0.2 -0.1 -0.3 -0.070
C -2.888 -1.828 -1.646 0.1 0.0 0.3 -0.251
N -2.333 -0.634 -2.266 0.0 0.0 -0.2 -0.208
C -3.245 0.008 -3.202 -0.2 0.2 0.1 -0.258
C -4.238 0.909 -2.472 0.1 -0.2 -0.3 -0.080
C -1.002 -0.845 -2.814 0.1 0.3 0.1 -0.182
C -0.159 0.426 -2.641 -0.1 -0.3 -0.1 -0.165
N -0.211 0.892 -1.271 -0.2 0.2 0.1 0.083
C 0.546 0.248 -0.346 0.2 0.0 0.5 -0.358
N 1.592 -0.521 -0.629 0.2 -0.2 -0.3 0.205
C 2.097 -0.868 0.577 -1.0 0.7 0.8 -0.222
C 1.353 -0.324 1.607 0.5 -0.6 -0.4 -0.118
C 1.672 -0.521 2.977 -0.1 0.0 -0.5 -0.394
O 1.077 -0.087 3.951 0.0 0.1 0.2 0.055
N 2.812 -1.323 3.125 0.0 0.0 0.2 0.032
C 3.224 -1.573 4.496 0.1 -0.1 0.3 -0.008
C 3.578 -1.891 2.119 0.0 0.0 -0.2 -0.442
O 4.551 -2.577 2.353 0.3 -0.2 0.0 0.071
N 3.182 -1.649 0.821 0.1 0.0 0.0 0.014
C 3.958 -2.213 -0.261 0.2 -0.2 -0.1 -0.006
N 0.343 0.397 0.987 0.1 -0.3 -0.3 0.016
C -0.641 1.213 1.655 -0.2 0.2 0.2 -0.123
C -0.611 2.647 1.203 0.2 0.0 0.1 -0.122
C 0.469 3.416 1.146 -0.4 0.0 0.0 -0.696
C 0.491 4.833 0.682 0.1 0.0 0.0 -0.118
Cl 2.023 2.812 1.622 0.1 0.1 0.0 0.767
H -1.277 -2.083 -0.212 0.1 0.0 0.0 0.061
H -2.657 -1.162 0.391 0.0 0.1 0.1 0.062
H -2.773 -2.915 0.212 0.0 -0.1 0.1 0.074
H -3.974 -1.721 -1.603 0.0 0.0 -0.1 0.108
H -2.668 -2.729 -2.242 -0.1 0.1 0.0 0.121
H -2.658 0.622 -3.887 0.0 -0.1 0.0 0.108
H -3.791 -0.735 -3.807 0.1 0.0 0.0 0.120
H -4.900 1.389 -3.188 -0.1 0.1 0.0 0.071
H -4.843 0.339 -1.772 -0.1 0.0 0.1 0.064
H -3.706 1.678 -1.918 0.0 0.1 0.1 0.065
H -1.026 -1.140 -3.875 0.0 0.0 0.1 0.125
H -0.514 -1.643 -2.253 0.0 0.0 0.0 0.110
H 0.882 0.220 -2.887 -0.1 0.1 -0.1 0.114
H -0.533 1.234 -3.274 0.1 -0.1 0.0 0.112
H -1.161 1.075 -0.970 0.1 0.0 0.0 0.120
H 3.452 -0.626 4.986 0.0 -0.1 0.0 0.099
H 2.411 -2.056 5.037 0.1 0.0 0.0 0.098
H 4.103 -2.212 4.475 -0.1 0.1 0.0 0.086
H 3.991 -3.299 -0.165 0.0 0.1 -0.1 0.097
H 4.980 -1.833 -0.224 0.0 0.0 -0.1 0.098
H 3.478 -1.923 -1.192 0.1 0.0 0.0 0.080
H -1.640 0.795 1.483 0.1 0.0 0.1 0.117
H -0.415 1.139 2.726 -0.1 0.0 -0.2 0.125
H -1.556 3.078 0.911 -0.1 0.2 -0.1 0.110
H 1.134 4.929 -0.191 0.0 0.0 -0.1 0.079
H -0.511 5.166 0.426 -0.1 0.0 0.0 0.078
H 0.893 5.475 1.464 0.0 0.1 0.0 0.077
```
Positions in Å, forces in eV/Å.

## Properties
* energy: -1603.2566 Eh
* molar mass: 382.90 g mol⁻¹
* SMILES: CCN(CC)CCNc1nc2c(c(=O)n(C)c(=O)n2C)n1C/C=C(/C)Cl



[6]
Computed, not measured: an isolated molecule of C7H8ClN3O6 at a distorted geometry, with wB97M-V/def2-TZVPD.

```
25
Properties=species:S:1:pos:R:3:forces:R:3:lowdin_charge:R:1
C 1.805 1.082 -1.555 -0.1 0.3 0.1 0.027
C 1.150 0.356 -0.356 -0.5 -0.5 -1.4 -0.250
N 1.491 1.049 0.914 1.1 1.2 2.5 -0.282
O 1.618 0.369 1.943 -0.5 0.8 -1.9 0.115
O 1.646 2.283 0.883 -0.5 -2.3 -0.4 0.101
C 1.654 -1.091 -0.374 4.1 -1.6 -0.1 -0.368
O 2.821 -1.409 -0.201 0.1 1.7 1.2 0.111
N 0.939 -2.107 -0.891 -2.3 2.6 -0.1 0.227
C -0.246 -1.850 -1.498 -2.1 -1.9 0.0 -0.549
O -0.858 -2.793 -1.926 -0.7 -1.1 -1.1 0.096
N -0.821 -0.615 -1.542 1.8 1.9 0.5 0.175
C -0.379 0.373 -0.528 -1.8 0.1 -1.5 -0.200
O -1.053 -0.095 0.632 0.3 0.6 1.4 0.025
C -1.733 0.802 1.367 -1.3 2.5 -0.5 -0.512
O -1.909 1.976 1.051 1.0 -1.9 0.2 0.099
C -2.473 0.297 2.582 0.2 -0.2 0.4 -0.467
Cl -3.089 -1.353 2.317 -0.1 0.1 0.2 0.604
H 2.891 1.207 -1.440 -0.5 -0.1 0.3 0.112
H 1.658 0.478 -2.445 -0.2 0.0 -0.1 0.100
H 1.327 2.067 -1.697 0.3 -0.5 0.1 0.104
H 1.248 -3.054 -0.922 0.6 -0.4 0.0 0.179
H -1.821 -0.687 -1.743 0.6 0.2 0.2 0.173
H -0.729 1.406 -0.826 0.3 -1.2 0.6 0.183
H -3.297 1.003 2.768 0.3 -0.5 -0.3 0.097
H -1.839 0.309 3.483 0.0 -0.1 -0.5 0.100
```
Positions in Å, forces in eV/Å.

## Properties
* energy: -1347.3856 Eh
* molar mass: 265.61 g mol⁻¹
* SMILES: C[C@]1([N+](=O)[O-])C(=O)NC(=O)N[C@H]1OC(=O)CCl
* relative energy (zero: lowest compared OMol25 entry of this formula, charge and spin): 0.9 kcal/mol